This record from the OMol25 dataset describes a molecular structure, C21H19AuN3O2Se3Te. The level of theory is ωB97M-V/def2-TZVPD.

## Properties
calculated total energy = -8734.53189 a.u.
Kohn-Sham gap (spin up / spin down) = 4.5 / 4.5 eV
relative energy (zero: lowest compared OMol25 entry of this formula, charge and spin) = 5.2 kcal/mol
E_HOMO (spin up / spin down) = -4.478 / -4.478 eV

Structure (ORCA input):
```
! RIJCOSX wB97M-V def2-TZVPD def2/J DEFGRID3
* xyz -1 1
Au 0.22732 -3.09579 0.35710
Se 2.67848 -3.54193 0.39610
Se 2.99665 -2.81884 2.56151
Te 0.56349 -3.13785 3.15880
Se 0.52829 -5.30021 4.14752
O 0.32036 -0.10104 3.13801
C 0.56198 0.18151 1.96614
N 0.69001 1.47202 1.50219
C 1.00407 1.50874 0.09605
C 1.03120 -0.03501 -0.18553
O 1.21919 -0.51268 -1.29787
N 0.75142 -0.71151 0.94515
C 2.33170 2.20567 -0.20037
C 2.67036 3.36428 0.49445
C 3.84919 4.04216 0.22054
C 4.71029 3.57169 -0.76159
C 4.37688 2.42195 -1.46229
C 3.19575 1.74262 -1.18749
C -0.10829 2.16421 -0.74092
C -1.07718 2.95798 -0.13838
C -2.07880 3.55548 -0.89464
C -2.12676 3.36103 -2.26598
C -1.16011 2.57117 -2.87502
C -0.15513 1.98258 -2.12181
H 0.70125 2.25263 2.12973
H 2.00754 3.75498 1.25849
H 4.09253 4.93906 0.77806
H 5.63453 4.09450 -0.97398
H 5.04286 2.04220 -2.22789
H 2.94766 0.83809 -1.72706
H -1.07007 3.09802 0.93451
H -2.82781 4.16622 -0.40460
H -2.91568 3.81312 -2.85508
H -1.19223 2.40459 -3.94513
H 0.58419 1.35279 -2.59763
C -2.33615 -0.86591 -0.19601
C -2.73265 -2.28380 0.07600
C -3.99176 -2.81610 0.19519
C -3.83972 -4.20676 0.48496
C -2.49448 -4.46389 0.52642
C -1.77957 -5.74753 0.81917
N -1.81409 -3.29146 0.26417
H -3.20352 -0.29601 -0.53040
H -1.56517 -0.80231 -0.96938
H -1.93843 -0.38094 0.69943
H -4.91580 -2.26389 0.08991
H -4.62421 -4.93641 0.63117
H -2.41948 -6.60100 0.59228
H -1.48347 -5.82050 1.87098
H -0.86660 -5.82790 0.22507
*
```


This record from the OMol25 dataset describes a molecular structure, C21H19B2F4HgN6O2S. The level of theory is ωB97M-V/def2-TZVPD.

## Properties
calculated total energy = -2291.77984 a.u.
Kohn-Sham gap (spin up / spin down) = 4.3 / 6.8 eV
relative energy (zero: lowest compared OMol25 entry of this formula, charge and spin) = 12.7 kcal/mol
E_HOMO (spin up / spin down) = 0.418 / -2.082 eV

Structure (ORCA input):
```
! RIJCOSX wB97M-V def2-TZVPD def2/J DEFGRID3
* xyz -2 2
Hg -0.05886 -0.89190 -0.53189
O -3.24166 1.41642 1.35945
S -1.99605 0.70478 1.55389
O -2.06924 -0.71157 1.82549
N -0.97915 0.87718 0.35250
C -0.64327 2.11725 -0.24541
C -1.13137 3.34606 0.20423
C -0.74076 4.52884 -0.41225
C 0.13038 4.51109 -1.48495
C 0.64008 3.29666 -1.97382
C 1.54225 3.22594 -3.07726
C 2.01370 1.96725 -3.48729
C 1.59350 0.83788 -2.83517
N 0.72172 0.86615 -1.79375
C 0.24897 2.07901 -1.34624
C -1.21697 1.46421 2.96581
C -1.90393 2.39258 3.73203
C -1.27493 2.96519 4.83062
C 0.02964 2.61091 5.14457
C 0.71211 1.68260 4.36782
C 0.08857 1.10319 3.27311
H -1.83745 3.37640 1.01871
H -1.13210 5.47143 -0.04493
H 0.43512 5.43512 -1.96634
H 1.86077 4.13873 -3.56589
H 2.71183 1.87172 -4.31092
H 1.94638 -0.14550 -3.12762
H -2.91533 2.65751 3.45422
H -1.80206 3.69476 5.43473
H 0.52241 3.06791 5.99548
H 1.73311 1.40388 4.58974
H 0.62251 0.39241 2.65541
B -0.60092 -4.23906 -2.42376
N 0.79716 -3.67395 -1.96697
C 1.92733 -4.27565 -2.35649
C 3.00388 -3.69293 -1.71682
C 2.43225 -2.70079 -0.92277
N 1.10827 -2.70711 -1.07652
N -1.83488 -3.40690 -1.96166
C -3.08822 -3.88307 -1.98922
C -3.95963 -2.85922 -1.66422
C -3.12031 -1.76439 -1.43681
N -1.85197 -2.10831 -1.63098
H -0.57484 -4.29487 -3.64020
H -0.74033 -5.35106 -1.94915
H 1.87989 -5.09381 -3.05632
H 4.04474 -3.94895 -1.80596
H 2.89017 -2.00491 -0.23954
H -3.26893 -4.91641 -2.23530
H -5.03065 -2.90774 -1.57075
H -3.35834 -0.76704 -1.09791
F 4.15215 -1.65672 1.74623
B 2.95432 -1.44092 2.44898
F 1.95341 -1.03510 1.50988
F 2.54778 -2.61346 3.08873
F 3.12774 -0.41169 3.39350
*
```


This record from the OMol25 dataset describes a molecular structure, C21H19BrN6OS6SbTi. The level of theory is ωB97M-V/def2-TZVPD.

## Properties
calculated total energy = -7268.52300 a.u.
Kohn-Sham gap (spin up / spin down) = 4.2 / 5.6 eV
relative energy (zero: lowest compared OMol25 entry of this formula, charge and spin) = 59.7 kcal/mol
E_HOMO (spin up / spin down) = -0.259 / -1.575 eV

Structure (ORCA input):
```
! RIJCOSX wB97M-V def2-TZVPD def2/J DEFGRID3
* xyz -2 2
Ti -0.33709 -1.09560 -0.19057
N -0.94982 3.38780 -0.31362
C -0.63469 2.02351 -0.17710
S -1.91024 0.88226 -0.37497
N 0.58773 1.71793 0.05738
N 0.85376 0.35496 0.14863
C 2.18133 0.21786 0.74893
C 3.04586 -0.90133 0.24382
C 4.42976 -0.78353 0.30564
C 5.26313 -1.82088 -0.08324
C 4.70025 -3.00840 -0.54141
C 3.32633 -3.14627 -0.61971
C 2.49103 -2.09093 -0.23727
O 1.17584 -2.21387 -0.31046
H -1.87539 3.57973 0.04196
H -0.26278 3.94693 0.17547
H 2.69307 1.15439 0.53203
H 4.85482 0.13617 0.69451
H 6.33903 -1.71077 -0.01682
H 5.33970 -3.83416 -0.83360
H 2.85734 -4.06027 -0.95997
C 1.37576 -0.57218 -5.38701
C 0.30831 -1.12528 -4.47661
C -0.68823 -1.98278 -4.97572
C -1.68463 -2.43312 -4.07289
C -1.58712 -2.05382 -2.77347
Br -2.90018 -2.53256 -1.48627
N -0.61198 -1.28316 -2.24143
C 0.32090 -0.79650 -3.14618
H 1.19988 -0.87873 -6.41968
H 2.36685 -0.92642 -5.09538
H 1.39487 0.51918 -5.35741
H -0.70685 -2.26890 -6.01935
H -2.51267 -3.05252 -4.38775
H 1.06196 -0.12827 -2.72739
S 2.03048 0.21242 2.59924
Sb 1.27283 -2.11562 3.13767
S -0.97597 -4.16780 1.26778
S -1.05305 -2.19141 1.87972
S 0.76213 -1.78484 5.31881
N -4.18785 -0.92314 2.80642
C -3.72440 0.36395 2.83606
N -2.50094 0.65841 3.06476
C -2.30330 2.02305 3.03899
C -1.07023 2.64657 3.22000
C -1.01097 4.02817 3.16522
C -2.15343 4.79370 2.91593
C -3.38380 4.18386 2.71492
C -3.44745 2.79876 2.78417
S -4.81342 1.73593 2.57125
H -3.41380 -1.58098 2.73541
H -4.93919 -1.10637 2.16439
H -0.19116 2.03103 3.37649
H -0.05658 4.52221 3.30321
H -2.07948 5.87365 2.86811
H -4.26624 4.77800 2.50837
*
```


This record from the OMol25 dataset describes a single C21H19ClN2O7S molecule at a distorted geometry. The level of theory is ωB97M-V/def2-TZVPD.

## Properties
calculated total energy = -2306.25401 a.u.
SMILES string = O=C(OCCN1C(=O)c2ccccc2C1=O)c1cc(S(=O)(=O)N2CCOCC2)ccc1Cl
Kohn-Sham gap = 8.8 eV
relative energy (zero: lowest compared OMol25 entry of this formula, charge and spin) = 5.1 kcal/mol
E_HOMO = -9.216 eV

Structure (ORCA input):
```
! RIJCOSX wB97M-V def2-TZVPD def2/J DEFGRID3
* xyz 0 1
O 2.10310 1.37032 -1.55147
C 1.25983 1.96821 -0.93341
O 1.50615 2.80744 0.07232
C 2.85399 2.91614 0.52326
C 3.16364 1.83510 1.56771
N 3.19742 0.52705 0.95962
C 2.08211 -0.28045 0.81207
O 1.00881 -0.06871 1.32921
C 2.50504 -1.39316 -0.06544
C 1.79296 -2.45567 -0.58462
C 2.47364 -3.33529 -1.42300
C 3.81385 -3.15419 -1.72403
C 4.52714 -2.07488 -1.20972
C 3.85469 -1.20006 -0.38368
C 4.30680 0.05275 0.25756
O 5.37660 0.60233 0.23345
C -0.20624 1.79349 -1.15322
C -0.68343 0.48765 -1.16720
C -2.03403 0.24755 -1.27812
S -2.60205 -1.44671 -1.08737
O -1.46024 -2.30470 -1.21690
O -3.73009 -1.65912 -1.94454
N -3.14514 -1.63590 0.47295
C -4.47775 -1.17948 0.78666
C -4.43128 0.18673 1.50873
O -3.16527 0.78408 1.35454
C -2.15500 0.03260 1.99285
C -2.17481 -1.44105 1.52193
C -2.93120 1.28428 -1.45321
C -2.46711 2.58674 -1.47670
C -1.11255 2.84182 -1.29558
Cl -0.56100 4.46660 -1.29796
H 3.53683 2.81838 -0.32727
H 2.93931 3.90808 0.96903
H 2.38755 1.83013 2.33710
H 4.14298 2.03410 2.00854
H 0.74131 -2.59584 -0.38332
H 1.93647 -4.16752 -1.85132
H 4.31120 -3.85375 -2.37923
H 5.56602 -1.91586 -1.45305
H -0.00348 -0.34319 -1.07929
H -4.96459 -1.93173 1.41749
H -5.01072 -1.12477 -0.16199
H -5.14983 0.88828 1.08273
H -4.65117 0.06110 2.57966
H -1.21341 0.51400 1.73163
H -2.29460 0.08348 3.08316
H -2.43095 -2.11196 2.34859
H -1.20490 -1.73134 1.12295
H -3.97924 1.06478 -1.57699
H -3.14734 3.41214 -1.61513
*
```


This record from the OMol25 dataset describes a molecular structure, C21H19IrN3O2S. The level of theory is ωB97M-V/def2-TZVPD.

## Properties
calculated total energy = -1628.73772 a.u.
Kohn-Sham gap = 7.3 eV
relative energy (zero: lowest compared OMol25 entry of this formula, charge and spin) = 0.2 kcal/mol
E_HOMO = -10.543 eV

Structure (ORCA input):
```
! RIJCOSX wB97M-V def2-TZVPD def2/J DEFGRID3
* xyz 1 1
Ir -0.00969 -1.05090 0.49438
O 1.77457 -0.20555 0.67134
C 2.26464 0.32809 1.77331
C 3.43975 1.09277 1.64079
C 4.03552 1.67211 2.73170
C 3.50450 1.50611 4.02013
C 2.37829 0.74758 4.17689
C 1.72524 0.15236 3.07282
C 0.59253 -0.66850 3.36124
N -0.20139 -1.20151 2.49466
C -1.31318 -2.06129 2.92998
C -1.59632 -3.05048 1.80152
N -1.65123 -2.24270 0.58354
C -2.73283 -2.13439 -0.09200
C -2.96280 -1.08709 -1.04985
C -3.99550 -1.20617 -1.99071
C -4.31237 -0.16107 -2.82487
C -3.61832 1.04447 -2.68938
C -2.61513 1.19334 -1.75551
C -2.25488 0.12366 -0.92711
O -1.31169 0.34366 -0.01132
H 3.85186 1.20426 0.64671
H 4.93347 2.26118 2.59613
H 3.98534 1.96178 4.87364
H 1.96148 0.59214 5.16505
H 0.39773 -0.87313 4.41375
H -2.19279 -1.43445 3.09515
H -1.06509 -2.57713 3.85789
H -2.53333 -3.58330 1.96872
H -0.78070 -3.77047 1.71559
H -3.54525 -2.82975 0.11745
H -4.54306 -2.13952 -2.05017
H -5.09922 -0.26075 -3.55853
H -3.87535 1.88237 -3.32486
H -2.09145 2.13273 -1.63801
S 0.44490 -1.35140 -1.81212
C 1.09741 0.11414 -2.40458
N 1.71581 0.05243 -3.60965
C 2.25058 1.11530 -4.25798
C 2.19632 2.34894 -3.69225
C 1.57149 2.47194 -2.43730
C 1.03192 1.38516 -1.80268
H 1.77652 -0.86175 -4.03992
H 2.70509 0.90716 -5.21488
H 2.62102 3.19964 -4.20190
H 1.50934 3.44478 -1.96701
H 0.53623 1.47318 -0.84980
*
```


Q: The highest calculated total energy belongs to which entry?
A: C21H19IrN3O2S


Q: Which value of calculated total energy does entry 4 give?
A: -2306.25401 a.u.


Q: Look up the relative energy (zero: lowest compared OMol25 entry of this formula, charge and spin) of the first one.
A: 5.2 kcal/mol